C33H29AsN6O3PdS2 as an isolated structure, computed with ωB97M-V with the def2-TZVPD basis set.

## Properties
- Gap between HOMO and LUMO: 0.30335 Eh
- Total energy: -4989.222373 hartree
- Net charge: 0

Element x y z (Å)
Pd1 -0.8200 -0.5919 -1.1058
N1 -3.2815 -4.7186 -6.0377
C1 -2.7517 -3.5728 -5.4633
C2 -3.1518 -3.1718 -4.1859
C3 -2.6617 -2.0050 -3.6311
C4 -1.7667 -1.2245 -4.3480
C5 -1.3701 -1.6030 -5.6239
C6 -1.8570 -2.7706 -6.1772
S1 -1.1004 0.2490 -3.6636
O1 -1.9984 0.6518 -2.5662
O2 -0.8784 1.1831 -4.7181
N2 0.2132 -0.3009 -2.8703
C7 1.4448 0.3233 -2.8471
N3 2.1856 0.0699 -1.7567
C8 3.3925 0.6197 -1.7241
C9 3.8920 1.4080 -2.7442
C10 3.0596 1.5596 -3.8419
N4 1.8530 1.0194 -3.9120
H1 -3.6524 -5.4023 -5.3994
H2 -2.7488 -5.1254 -6.7881
H3 -3.8586 -3.7771 -3.6310
H4 -2.9784 -1.6979 -2.6428
H5 -0.6874 -0.9733 -6.1796
H6 -1.5560 -3.0624 -7.1763
H7 3.9791 0.4300 -0.8293
H8 4.8702 1.8618 -2.6937
H9 3.3700 2.1423 -4.7035
O3 -0.4549 1.6254 0.0002
As1 -0.2724 1.8978 1.6128
C11 0.6567 3.5699 1.8197
C12 1.2023 4.1373 0.6758
C13 1.9151 5.3251 0.7751
C14 2.0783 5.9365 2.0095
C15 1.5276 5.3679 3.1518
C16 0.8146 4.1826 3.0577
C17 0.8323 0.5755 2.4637
C18 0.9137 0.4395 3.8451
C19 1.7832 -0.4924 4.3938
C20 2.5756 -1.2735 3.5639
C21 2.4999 -1.1262 2.1856
C22 1.6252 -0.2030 1.6294
C23 -1.8799 2.1066 2.6479
C24 -2.5489 3.3247 2.5648
C25 -3.7317 3.5127 3.2623
C26 -4.2438 2.4875 4.0461
C27 -3.5782 1.2731 4.1286
C28 -2.3966 1.0781 3.4273
H10 1.0526 3.6454 -0.2783
H11 2.3396 5.7745 -0.1133
H12 2.6332 6.8630 2.0841
H13 1.6517 5.8500 4.1129
H14 0.3767 3.7448 3.9480
H15 0.2994 1.0494 4.4973
H16 1.8423 -0.6078 5.4684
H17 3.2561 -1.9976 3.9944
H18 3.1207 -1.7346 1.5395
H19 1.5455 -0.0913 0.5533
H20 -2.1488 4.1260 1.9546
H21 -4.2545 4.4576 3.1928
H22 -5.1675 2.6349 4.5910
H23 -3.9827 0.4710 4.7321
H24 -1.8941 0.1207 3.4707
C29 1.0251 -5.2502 2.3284
C30 0.7105 -4.1714 1.3399
C31 1.5256 -3.9414 0.2290
C32 1.1713 -2.9161 -0.6245
N5 0.0706 -2.2208 -0.3829
C33 -0.6736 -2.4963 0.7083
S2 -1.9909 -1.3843 0.7743
N6 -0.3845 -3.4504 1.5813
H25 0.3352 -6.0844 2.1885
H26 0.8790 -4.8723 3.3391
H27 2.0429 -5.6191 2.2148
H28 2.4121 -4.5319 0.0509
H29 1.7481 -2.6329 -1.4950

Atomic forces in eV per Å
Pd -0.063 -0.415 -0.171
N 0.002 0.001 -0.006
C -0.011 -0.003 0.017
C 0.015 -0.001 -0.014
C -0.037 -0.030 0.012
C -0.028 0.009 -0.062
C 0.008 0.000 0.001
C 0.001 0.009 -0.007
S 0.169 -0.024 -0.097
O 0.042 -0.006 0.106
O -0.028 0.024 0.055
N -0.234 0.377 0.265
C 0.052 -0.251 -0.269
N 0.022 0.053 0.035
C -0.026 0.047 0.084
C 0.015 -0.004 -0.027
C -0.054 0.039 0.059
N 0.047 0.057 -0.009
H -0.001 0.000 0.003
H 0.003 0.003 0.000
H 0.000 -0.001 0.000
H 0.001 0.011 -0.009
H 0.002 -0.003 0.004
H -0.001 -0.003 0.002
H 0.000 -0.030 -0.009
H 0.004 -0.008 -0.005
H 0.009 -0.025 -0.015
O 0.028 0.041 -0.020
As 0.027 0.071 -0.085
C 0.015 0.017 0.015
C -0.002 0.007 0.001
C 0.001 0.003 -0.011
C -0.001 0.001 0.012
C 0.003 -0.004 -0.010
C 0.005 0.005 0.006
C -0.017 -0.025 0.028
C 0.000 -0.001 0.003
C -0.011 0.009 0.001
C 0.012 -0.009 -0.003
C 0.007 -0.003 0.000
C -0.025 -0.028 0.009
C -0.027 0.008 0.008
C 0.011 -0.006 -0.001
C -0.009 0.000 0.005
C 0.006 0.001 0.002
C -0.003 -0.002 -0.002
C 0.003 -0.020 -0.036
H -0.002 -0.003 0.003
H -0.001 -0.001 0.000
H 0.000 -0.001 -0.001
H 0.000 0.001 0.000
H -0.002 -0.001 -0.003
H -0.007 -0.002 -0.004
H 0.000 0.003 -0.001
H -0.002 0.002 0.000
H -0.004 0.005 0.006
H 0.050 0.033 -0.030
H 0.004 -0.003 -0.002
H 0.002 0.000 -0.001
H 0.001 0.001 0.000
H 0.002 -0.002 -0.001
H 0.012 -0.019 -0.007
C 0.001 -0.019 0.007
C 0.042 -0.016 -0.012
C -0.025 0.005 0.021
C -0.019 -0.056 -0.070
N 0.098 0.108 0.157
C 0.003 -0.069 0.094
S -0.072 0.085 0.007
N -0.007 0.038 -0.035
H -0.004 0.003 0.007
H 0.004 0.000 0.000
H 0.000 0.001 -0.005
H 0.001 -0.004 -0.002
H -0.006 0.023 0.004



An isolated ion of composition C4H11N2S and charge -1 at a distorted geometry, computed with ωB97M-V with the def2-TZVPD basis set.

## Properties
- Gap between HOMO and LUMO: 0.22975 Eh
- Total energy: -666.672254 hartree
- SMILES: NCNCCC[S-]
- Net charge: -1

Element x y z (Å)
N1 -0.1682 1.1285 -2.2601
C1 -0.7926 2.1904 -1.3261
N2 -1.4134 1.5910 -0.0340
C2 -0.4639 0.8266 0.6382
C3 -0.7911 -0.6069 0.9887
C4 0.4952 -1.1965 1.5133
S1 1.6217 -1.9987 0.2837
H1 -0.9739 0.4858 -2.4167
H2 0.4845 0.5071 -1.7290
H3 -0.0566 2.9371 -0.9001
H4 -1.5785 2.7536 -1.8191
H5 -2.3141 1.0107 -0.1885
H6 0.5842 0.7964 0.0981
H7 -0.1927 1.5116 1.5989
H8 -1.2301 -1.1630 0.0781
H9 -1.5464 -0.5996 1.7854
H10 1.1430 -0.5950 1.9883
H11 0.1190 -1.9847 2.1395

Atomic forces in eV per Å
N -1.405 0.546 1.308
C 0.263 -1.808 1.752
N -2.550 0.697 -3.365
C 3.678 1.226 2.126
C -0.217 0.947 -0.793
C -1.829 -4.063 -2.247
S -0.335 0.235 -0.374
H 0.797 0.576 -0.146
H -0.492 0.864 -0.362
H -0.411 -1.047 -0.894
H 0.023 -0.152 -0.393
H 2.083 1.317 -0.234
H -1.982 -0.029 0.798
H -0.331 -2.027 -1.340
H 0.896 0.695 1.275
H -0.164 -0.119 -0.100
H 1.488 2.657 2.121
H 0.485 -0.516 0.868



C16H20N6O7 in the gas phase at a distorted geometry, computed with ωB97M-V with the def2-TZVPD basis set.

## Properties
- Gap between HOMO and LUMO: 0.31168 Eh
- Total energy: -1476.867258 hartree
- SMILES: COC(=O)N[C@H](C(=O)OC)[C@H](Cc1c(C)nc2n(C)c3nc[nH]c3c(=O)n12)OO
- Net charge: 0

Element x y z (Å)
C1 3.9247 -0.1912 5.4662
O1 3.8525 -0.4267 4.0758
C2 2.6205 -0.3052 3.4738
O2 1.5706 0.0095 4.0452
N1 2.6347 -0.3956 2.1212
C3 1.4555 -0.1012 1.2367
C4 1.7627 -0.6392 -0.1855
O3 2.9491 -0.6403 -0.5313
O4 0.7483 -1.1977 -0.9290
C5 1.0079 -1.3181 -2.3203
C6 1.1575 1.4221 1.2230
C7 -0.3398 1.7537 1.1612
C8 -0.9666 1.3747 -0.1469
C9 -0.8212 2.0970 -1.3156
C10 -0.0955 3.3657 -1.5119
N2 -1.5413 1.5326 -2.3642
C11 -2.0644 0.4589 -1.8031
N3 -2.8076 -0.4760 -2.5196
C12 -3.1845 -0.2964 -3.9434
C13 -3.1457 -1.6367 -1.8823
N4 -3.7172 -2.7828 -2.3942
C14 -3.8131 -3.6917 -1.4228
N5 -3.3500 -3.1211 -0.2872
C15 -2.8968 -1.8498 -0.5293
C16 -2.1978 -0.7958 0.1998
O5 -1.9767 -0.9682 1.4035
N6 -1.7869 0.3178 -0.4771
O6 1.9105 2.1222 0.1839
O7 3.3567 2.1445 0.3738
H1 4.9593 -0.2136 5.8194
H2 3.4997 0.7963 5.7671
H3 3.3358 -0.9753 5.9575
H4 3.5846 -0.4069 1.7556
H5 0.5964 -0.6256 1.6490
H6 1.2153 -0.3204 -2.7212
H7 0.1050 -1.7361 -2.8286
H8 1.8198 -1.9751 -2.5517
H9 1.5267 1.8501 2.1562
H10 -0.4514 2.8535 1.3261
H11 -0.8905 1.2940 2.0082
H12 0.8310 3.2071 -1.9735
H13 -0.6899 3.9807 -2.2021
H14 0.0098 3.8917 -0.5881
H15 -3.7537 -1.1544 -4.3329
H16 -3.7728 0.6264 -3.9969
H17 -2.2820 -0.1198 -4.5185
H18 -4.2505 -4.7092 -1.4502
H19 -3.3612 -3.5885 0.6279
H20 3.7225 1.5602 -0.3035

Atomic forces in eV per Å
C -1.108 0.396 1.109
O -0.494 -0.014 -1.625
C -2.208 1.776 0.689
O 1.565 -0.800 0.209
N 1.244 -0.611 -0.638
C 0.478 -0.224 0.503
C 2.305 -0.807 -0.141
O -2.496 0.082 -0.238
O 0.793 1.107 1.689
C -0.826 0.292 -1.085
C 1.346 0.028 0.719
C -0.292 0.354 -0.041
C 0.920 1.938 -0.524
C -0.724 -0.672 0.500
C -1.782 0.405 -0.452
N -0.004 -0.939 1.082
C -0.491 0.402 -2.724
N -0.355 -0.781 -0.279
C 0.192 0.853 0.598
C -0.400 -2.024 1.293
N -0.250 -0.213 -1.358
C 0.300 2.278 -0.125
N 0.233 -1.333 2.364
C 0.351 2.204 -2.242
C -0.467 -2.997 3.511
O 0.324 0.771 -0.555
N -0.757 -0.810 -1.019
O -0.429 -0.228 -0.758
O -0.936 0.245 1.129
H -0.108 -0.225 -0.572
H 0.170 -0.683 -0.473
H 0.227 0.255 0.212
H -0.637 -0.022 -0.576
H -0.111 0.005 0.100
H -0.020 -0.201 -0.061
H 0.498 0.446 0.765
H 0.658 -0.351 0.177
H -0.002 -0.357 0.212
H 0.109 -0.739 -0.334
H 0.730 -0.032 -0.435
H 1.525 -0.173 -0.458
H 0.109 -0.060 0.193
H 0.340 0.358 0.519
H 0.371 0.305 0.560
H -0.035 -0.256 -0.168
H 0.108 -0.132 -0.184
H 0.447 1.026 -0.173
H 0.205 0.585 -0.678
H -0.619 -0.426 -0.218



A 7-piece molecular cluster, C22H35NO19 overall at a distorted geometry, computed with ωB97M-V with the def2-TZVPD basis set.

## Properties
- Spin multiplicity: 2
- Gap between HOMO and LUMO (alpha / beta): 0.28812 / 0.23647 Eh
- Total energy: -2343.532401 hartree
- Net charge: -1
- Expectation value of S²: 0.754

Element x y z (Å)
C1 8.9359 20.4112 -3.0549
C2 8.3709 19.0363 -2.6592
O1 8.9310 18.4269 -1.5454
H1 8.7229 21.2472 -2.3887
H2 8.3188 20.5952 -3.9343
H3 10.0023 20.3839 -3.2788
H4 8.4335 18.3459 -3.5004
H5 7.3308 19.1836 -2.3683
N1 12.9023 21.8608 -1.0003
O2 12.1186 21.1719 -1.6139
O3 13.0527 21.5438 0.1736
O4 13.3800 22.8975 -1.4588
C3 13.3747 24.6536 1.5906
C4 12.1938 25.3038 2.2866
C5 10.8618 24.6244 2.0474
O5 10.3666 24.2184 3.2779
C6 11.2431 24.4170 4.2392
O6 11.1248 24.1679 5.4713
O7 12.4474 24.8759 3.6282
H6 13.2511 23.5707 1.5867
H7 14.3344 24.9839 1.9883
H8 13.3603 25.0362 0.5701
H9 12.1880 26.3852 2.1506
H10 11.0696 23.7826 1.3868
H11 10.1295 25.1620 1.4451
C7 14.8108 24.0171 -4.7458
C8 14.9982 22.5398 -4.2514
C9 14.0230 21.5961 -4.8742
O8 14.7846 20.4632 -5.2154
C10 16.0782 20.7418 -5.2140
O9 17.0194 19.9695 -5.4670
O10 16.2336 22.0153 -4.7890
H12 14.6835 24.1382 -5.8216
H13 15.6308 24.6375 -4.3841
H14 13.9604 24.4559 -4.2241
H15 15.1269 22.4900 -3.1702
H16 13.4677 21.9736 -5.7328
H17 13.2613 21.4853 -4.1024
C11 10.9021 24.1817 -3.9096
C12 10.0999 25.0480 -2.8927
C13 10.1277 24.4976 -1.4468
O11 11.1405 25.2502 -0.8214
C14 11.4288 26.2920 -1.5674
O12 12.3211 27.0859 -1.3874
O13 10.7314 26.3253 -2.6603
H18 10.2845 23.4935 -4.4867
H19 11.5176 23.4727 -3.3558
H20 11.5650 24.7598 -4.5534
H21 9.0577 25.2624 -3.1292
H22 10.3721 23.4375 -1.3787
H23 9.1932 24.7075 -0.9265
C15 16.5563 23.0577 0.8125
C16 16.4930 23.5214 -0.6398
C17 16.0860 24.9400 -0.9981
O14 17.0618 25.3606 -1.8686
C18 18.0561 24.5256 -1.9468
O15 19.0168 24.5828 -2.6950
O16 17.8348 23.4771 -1.1705
H24 17.5593 23.1480 1.2294
H25 16.1624 22.0414 0.8234
H26 15.8412 23.6208 1.4123
H27 15.9260 22.7561 -1.1698
H28 16.2170 25.5656 -0.1151
H29 15.0989 24.9179 -1.4599
C19 18.2421 17.3369 -2.9632
C20 17.6838 18.2835 -1.9358
C21 17.9578 19.7785 -2.0618
O17 16.6414 20.3062 -1.9862
C22 15.6925 19.3686 -1.8612
O18 14.5040 19.5677 -1.8434
O19 16.2300 18.1781 -1.9043
H30 19.3245 17.4457 -2.8952
H31 18.0489 17.6125 -3.9999
H32 17.9557 16.3025 -2.7730
H33 18.0977 17.9690 -0.9777
H34 18.3484 20.0460 -3.0436
H35 18.4045 20.2701 -1.1977

Atomic forces in eV per Å
C -0.625 -0.375 -0.333
C 1.272 0.221 1.106
O -0.282 0.345 -0.292
H 0.086 -0.367 0.441
H 0.428 0.443 -0.536
H -0.117 -0.015 -0.031
H -0.243 -0.053 -0.278
H -0.481 -0.189 -0.020
N -1.570 -0.627 1.963
O -1.501 -0.781 -3.015
O 1.613 0.369 2.007
O 1.240 1.486 -1.171
C -0.551 0.925 -1.538
C 1.189 -1.132 0.533
C 0.360 -0.201 -2.938
O -1.365 -0.184 1.152
C 2.498 -0.342 3.566
O 0.273 1.083 -5.243
O -2.298 0.288 2.919
H 0.284 0.041 -0.062
H -0.244 -0.063 0.454
H 0.119 -0.429 -0.365
H -0.061 0.097 0.441
H -0.068 -0.649 0.410
H -0.135 0.559 0.729
C 0.207 -0.595 1.353
C 1.132 1.877 -1.647
C -1.514 0.793 1.158
O -0.629 -1.595 -0.377
C 2.549 -0.461 0.606
O -2.835 1.989 0.441
O 1.241 -0.263 -0.459
H 0.110 -0.308 0.052
H 0.324 -0.139 -0.258
H -0.341 -0.224 -0.097
H -0.631 -0.089 -0.063
H 0.521 0.129 -0.395
H -0.079 -1.272 0.074
C -0.231 -0.189 0.822
C 0.132 -0.509 0.424
C -0.610 -0.583 -0.396
O 0.300 -0.394 1.071
C 2.997 1.443 0.021
O -0.641 -0.349 0.948
O -1.570 -0.238 -2.306
H -0.390 0.462 -0.226
H 0.394 0.210 0.305
H -0.343 0.167 -0.029
H 0.199 -0.116 -0.586
H 0.071 0.016 -0.039
H -0.147 -0.107 0.000
C -0.962 0.288 -0.208
C 0.542 -1.162 0.223
C -0.863 -0.836 1.893
O 0.208 2.249 -2.073
C 2.369 -1.723 -1.930
O -1.183 0.702 1.152
O 0.286 -0.747 0.479
H -0.087 -0.060 -0.064
H 0.420 -0.131 0.300
H 0.171 0.091 0.089
H -0.153 0.354 -0.252
H -0.866 0.202 0.127
H 0.016 0.517 0.216
C 0.665 0.547 -0.511
C -0.044 -0.807 0.536
C -1.113 0.184 -0.268
O -1.016 1.396 -0.085
C -1.997 0.892 -0.918
O 1.369 0.175 0.214
O 1.658 -1.554 0.387
H 0.239 -0.358 0.180
H -0.577 0.074 0.059
H 0.000 0.139 0.029
H -0.450 -0.237 0.287
H 0.374 0.164 0.203
H 0.958 -0.465 -0.364



CH2N2OS2 as an isolated structure at a distorted geometry, computed with ωB97M-V with the def2-TZVPD basis set.

## Properties
- Spin multiplicity: 3
- Gap between HOMO and LUMO (alpha / beta): 0.29258 / 0.27858 Eh
- Total energy: -1020.191301 hartree
- Net charge: 0
- Expectation value of S²: 2.009

Element x y z (Å)
C1 0.4037 -0.0738 0.2262
N1 -2.1917 0.4250 -0.2066
N2 -1.5886 0.6141 -1.1001
O1 -2.9433 0.0771 0.6042
S1 1.9904 0.6382 -0.1099
S2 0.6633 -1.7786 0.3101
H1 1.6601 1.8363 -0.0718
H2 2.0060 -1.7382 0.3478

Atomic forces in eV per Å
C 3.042 -0.487 -0.106
N -1.731 -0.931 0.144
N 2.179 1.317 -2.567
O -1.090 -0.200 2.214
S -0.366 -2.104 -0.133
S -1.248 -0.932 0.091
H -0.718 3.320 0.119
H -0.068 0.017 0.238



Among the records above, which one has the lowest total energy?
C33H29AsN6O3PdS2